68
Properties=species:S:1:pos:R:3 method="wB97M-V/def2-TZVPD" total_charge=+1 homo_lumo_gap_ev=5.128
Pb 0.190 -0.483 0.940
P -1.044 -1.077 -1.597
C -0.080 -0.097 -2.707
C 0.212 1.251 -2.369
N 0.572 1.594 -1.077
C 0.638 2.893 -0.748
C 0.360 3.910 -1.677
C 0.053 3.574 -3.001
C 0.038 2.246 -3.365
C 0.999 3.314 0.678
P 1.748 1.916 1.615
H -0.159 1.910 -4.382
H 0.406 4.939 -1.313
H -0.165 4.353 -3.730
H 1.712 4.163 0.676
H 0.108 3.658 1.241
H 2.038 -0.971 -2.944
H -0.052 -0.297 -3.774
H 3.266 -1.019 -1.036
O 2.850 -1.439 -2.629
H 2.736 -2.365 -2.855
H 2.379 -1.042 0.316
O 3.387 -1.000 -0.067
H 3.767 -1.893 0.088
C 3.439 1.997 0.943
H 3.885 2.959 1.234
H 4.038 1.186 1.384
H 3.440 1.925 -0.154
C 1.976 2.669 3.259
H 2.281 1.859 3.941
H 2.756 3.447 3.229
H 1.024 3.099 3.608
C -2.675 -0.227 -1.845
H -2.970 -0.352 -2.902
H -3.438 -0.644 -1.171
H -2.549 0.849 -1.637
C -1.245 -2.699 -2.447
H -1.647 -3.423 -1.720
H -1.952 -2.588 -3.285
H -0.276 -3.070 -2.818
C -1.080 0.160 4.388
Si -2.282 -0.032 2.949
C -3.973 -0.463 3.653
C -2.421 1.635 2.077
C -1.792 -1.321 1.671
Si -1.464 -3.117 2.196
C -3.030 -4.120 1.894
C -0.100 -3.912 1.161
C -0.949 -3.316 3.998
H -1.481 0.934 5.063
H -0.072 0.478 4.089
H -0.984 -0.766 4.971
H -4.226 0.230 4.470
H -4.741 -0.373 2.871
H -3.996 -1.489 4.047
H -1.452 2.084 1.804
H -3.027 1.541 1.162
H -2.935 2.335 2.756
H -2.531 -1.338 0.850
H -3.386 -3.994 0.861
H -2.841 -5.193 2.052
H -3.839 -3.819 2.573
H 0.908 -3.618 1.492
H -0.175 -5.003 1.300
H -0.203 -3.711 0.085
H -0.055 -2.723 4.242
H -1.754 -3.037 4.693
H -0.704 -4.374 4.188

69
Properties=species:S:1:pos:R:3 method="wB97M-V/def2-TZVPD" multiplicity=2 total_charge=+4 homo_lumo_gap_ev="5.896 / 5.304"
Pb 0.389 0.404 -0.001
C -3.963 1.368 1.180
C -2.910 0.871 2.223
C -2.274 2.157 2.869
C -3.548 0.000 3.299
O -1.880 0.191 1.597
Ge -1.865 -1.695 1.108
O -1.574 -1.197 -0.686
C -2.010 -1.857 -1.863
C -1.167 -3.086 -2.157
C -1.882 -0.818 -3.013
C -3.505 -2.203 -1.742
O -0.006 -1.792 1.320
C 0.730 -2.653 2.208
C -0.025 -3.967 2.400
C 2.058 -2.962 1.485
C 0.993 -1.953 3.532
H -4.716 1.968 1.689
H -3.499 1.970 0.399
H -4.449 0.501 0.726
H -3.056 2.712 3.383
H -1.505 1.860 3.580
H -1.845 2.790 2.091
H -4.348 0.525 3.817
H -3.983 -0.891 2.826
H -2.807 -0.334 4.027
H -0.106 -2.830 -2.195
H -1.310 -3.833 -1.369
H -1.450 -3.538 -3.105
H -0.831 -0.534 -3.111
H -2.224 -1.275 -3.938
H -2.493 0.059 -2.801
H -3.632 -2.903 -0.904
H -4.102 -1.312 -1.541
H -3.863 -2.675 -2.654
H -0.178 -4.477 1.448
H 0.507 -4.635 3.074
H -1.007 -3.739 2.840
H 1.860 -3.471 0.542
H 2.596 -2.025 1.296
H 2.671 -3.610 2.108
H 0.052 -1.788 4.064
H 1.631 -2.562 4.168
H 1.473 -0.982 3.373
C -0.715 3.566 -1.226
O 0.324 2.566 -1.332
C 0.692 2.326 -2.708
C 1.994 1.575 -2.768
O 1.911 0.338 -2.029
C 2.844 -0.662 -2.502
H -0.362 4.510 -1.639
H -0.934 3.706 -0.169
H -1.614 3.259 -1.764
H 0.828 3.284 -3.216
H -0.111 1.785 -3.217
H 2.806 2.182 -2.351
H 2.229 1.368 -3.814
H 2.671 -0.869 -3.558
H 2.685 -1.570 -1.923
H 3.872 -0.313 -2.378
C 3.495 2.696 2.621
Te 3.433 1.594 0.795
C 4.887 0.157 1.420
H 3.469 2.020 3.475
H 2.681 3.416 2.646
H 4.448 3.234 2.622
H 5.820 0.711 1.564
H 5.030 -0.592 0.645
H 4.594 -0.291 2.370

69
Properties=species:S:1:pos:R:3 method="wB97M-V/def2-TZVPD" multiplicity=2 total_charge=+2 homo_lumo_gap_ev="8.261 / 5.004"
N -1.915 -0.757 0.351
C -2.766 -1.642 0.331
O -3.578 -2.499 0.319
Hg -2.179 3.331 0.755
Ta -0.149 0.065 0.259
N -0.202 1.748 -0.804
N 0.700 -1.320 -0.852
C -0.651 2.347 -2.078
C 0.201 -2.314 -1.850
C -0.438 3.867 -2.096
C 0.185 1.789 -3.238
C -2.113 2.016 -2.314
C -0.231 -3.576 -1.110
C 1.300 -2.673 -2.850
C -0.981 -1.746 -2.617
H -0.906 4.375 -1.242
H -0.904 4.261 -3.013
H 0.629 4.116 -2.106
H 1.216 2.162 -3.204
H -0.264 2.132 -4.181
H 0.200 0.691 -3.243
H -2.287 0.932 -2.373
H -2.417 2.487 -3.265
H -2.772 2.428 -1.532
H 0.615 -4.020 -0.574
H -0.599 -4.304 -1.849
H -1.046 -3.370 -0.407
H 2.103 -3.256 -2.385
H 1.720 -1.777 -3.322
H 0.860 -3.301 -3.637
H -1.297 -2.506 -3.352
H -0.697 -0.846 -3.176
H -1.841 -1.529 -1.977
C 1.243 2.031 -0.500
H 1.663 1.268 0.222
H 1.885 1.980 -1.397
H 1.365 3.027 -0.047
C 2.136 -1.446 -0.489
H 2.383 -0.882 0.421
H 2.380 -2.502 -0.288
H 2.784 -1.052 -1.293
C -1.560 -2.017 3.331
Si 0.248 -1.603 3.084
C 0.953 -1.598 4.838
C 1.105 -3.067 2.292
C 0.651 0.040 2.195
Si 0.340 1.595 3.264
C 1.484 1.673 4.769
C 0.888 3.252 2.550
C -1.410 1.555 3.923
H -1.649 -2.446 4.342
H -1.906 -2.782 2.625
H -2.236 -1.157 3.278
H 0.949 -2.638 5.199
H 1.989 -1.237 4.864
H 0.351 -1.000 5.533
H 0.555 -3.491 1.446
H 2.128 -2.836 1.967
H 1.177 -3.849 3.064
H 1.753 0.031 2.084
H 2.519 1.832 4.436
H 1.176 2.559 5.348
H 1.454 0.803 5.430
H 0.319 3.611 1.681
H 0.776 4.013 3.341
H 1.952 3.217 2.273
H -2.159 1.675 3.128
H -1.625 0.623 4.464
H -1.524 2.397 4.623

62
Properties=species:S:1:pos:R:3 method="wB97M-V/def2-TZVPD" smiles=CCN(CC)CC.CCCCCC.CCCCCC homo_lumo_gap_ev=9.196
C 0.914 -1.928 -2.309
C 2.229 -1.623 -2.989
N 2.459 -0.170 -3.097
C 2.810 0.632 -1.861
C 3.970 -0.065 -1.044
C 3.392 0.172 -4.177
C 3.061 1.584 -4.837
H 0.140 -1.573 -2.971
H 0.877 -1.452 -1.246
H 0.908 -2.961 -2.207
H 2.522 -2.205 -3.933
H 2.880 -2.355 -2.675
H 1.885 0.730 -1.285
H 3.080 1.644 -2.067
H 4.695 -0.345 -1.818
H 3.589 -0.902 -0.856
H 4.327 0.385 -0.195
H 3.326 -0.526 -4.966
H 4.321 0.271 -3.966
H 3.332 2.352 -4.234
H 2.042 1.753 -4.912
H 3.731 1.844 -5.761
C -0.133 4.302 0.283
C -0.932 3.544 1.248
C -2.440 3.779 1.279
C -3.314 3.064 2.290
C -4.712 3.543 2.393
C -5.623 2.616 3.265
H -0.207 5.457 0.725
H -0.478 4.111 -0.810
H 0.870 4.025 0.476
H -0.638 3.662 2.232
H -0.706 2.526 1.071
H -2.817 3.914 0.275
H -2.410 4.882 1.576
H -2.723 2.988 3.241
H -3.320 2.025 1.989
H -5.284 3.712 1.278
H -4.739 4.571 2.783
H -5.308 2.332 4.271
H -5.764 1.771 2.705
H -6.649 3.114 3.342
C 0.124 -0.076 1.508
C 0.676 -1.525 1.652
C -0.299 -2.491 1.044
C 0.075 -3.967 1.039
C -1.037 -4.950 1.352
C -0.553 -6.388 1.466
H 0.371 0.025 0.636
H 0.682 0.690 2.213
H -0.746 0.237 1.952
H 0.530 -2.030 2.675
H 1.694 -1.749 1.310
H -0.593 -2.239 0.045
H -1.406 -2.347 1.573
H 0.633 -4.136 1.833
H 0.762 -4.337 0.219
H -1.779 -5.045 0.337
H -1.500 -4.528 2.137
H 0.251 -6.476 2.315
H 0.148 -6.592 0.663
H -1.197 -7.277 1.523

| no. | strongest force on any atom (eV Å⁻¹) | total energy (eV) |
| --- | --- | --- |
| 1 | 2.312 | -64506.9812 |
| 2 | 2.800 | -98612.5545 |
| 3 | 3.563 | -47349.7143 |
| 4 | 11.185 | -20845.0392 |